DFT (the ωB97M-V functional and the def2-TZVPD basis) results for a cluster of 2 separate species, C5H14NO2 in total.

Geometry (Å):
O1 -0.636249 0.386698 -3.214716
C1 0.014326 -0.137988 -2.247365
C2 0.508148 0.646081 -1.106265
C3 0.123272 -0.054501 0.215110
C4 0.642119 0.430945 1.540530
C5 -1.321321 -0.452230 0.485877
N1 -0.289774 1.987003 -1.258770
H1 0.001713 -1.248515 -2.165822
H2 1.600961 0.801455 -1.211116
H3 0.610713 -1.023371 -0.020420
H4 0.118249 0.112825 2.462626
H5 0.629170 1.511945 1.607234
H6 1.503898 -0.146775 1.834405
H7 -1.354718 -1.405381 0.981310
H8 -1.908487 -0.752423 -0.421042
H9 -1.873538 0.283815 1.093133
H10 0.225740 2.734766 -0.824967
H11 -0.565664 2.032478 -2.340784
H12 -1.085762 1.722153 -0.691546
H13 1.716184 -2.319728 4.459946
H14 0.396701 -3.115839 3.974465
O2 0.870441 -2.285412 4.014100

Forces on atoms 1 to 3 (eV/Å):
O -0.3 1.7 -0.7
C -0.3 -2.3 -0.4
C -0.8 0.4 0.2

Computed properties:
* highest occupied orbital energy (alpha / beta): -0.159 / -0.299 Eh
* energy relative to the best compared isomer or geometry (same formula, charge and spin): 171.5 kJ/mol
* HOMO-LUMO gap (alpha / beta): 4.826 / 8.517 eV
* spin multiplicity: 2
* lowest unoccupied orbital energy (alpha / beta): 0.0179 / 0.0142 hartree
* <S²>: 0.75

DFT (the ωB97M-V functional and the def2-TZVPD basis) results for a structure of composition C38H41Br2N6O4PS.

Geometry (Å):
C1 -1.465327 -1.331318 5.013215
C2 -2.178879 -2.231187 4.000183
Br1 -1.497340 -4.050284 4.194763
C3 -2.246942 -1.715972 2.517744
Br2 -2.204097 -3.134577 1.200910
C4 -1.238498 -0.633176 2.048078
C5 0.196559 -1.085048 1.755625
C6 0.861052 -2.144065 2.602403
O1 1.340160 -3.133330 2.113868
O2 -1.290317 0.487539 2.937543
C7 -2.311188 1.308505 2.584987
O3 -2.761117 2.168930 3.259517
O4 -2.765600 0.961364 1.347511
C8 -1.830343 0.027296 0.779782
P1 -0.713169 1.035993 -0.304840
S1 0.507060 2.279828 0.531936
H1 -1.233902 -1.917779 5.901735
H2 -2.129348 -0.523078 5.324151
H3 -0.538981 -0.902356 4.651698
H4 -3.214260 -2.321215 4.320179
H5 -3.244828 -1.294518 2.396071
H6 0.821863 -0.185037 1.793102
H7 0.230183 -1.485143 0.738511
H8 0.963670 -1.967880 3.685783
H9 -2.377932 -0.642378 0.116219
H10 -1.688451 1.632709 -1.115050
H11 -0.139694 0.080366 -1.158913
N1 -6.267618 2.630035 -0.488360
C9 -7.533966 2.298652 -0.725985
C10 -8.088501 1.075099 -0.377284
C11 -7.283420 0.139360 0.251206
C12 -5.962655 0.473916 0.505195
C13 -5.501996 1.725136 0.121866
H12 -8.135541 3.053300 -1.221596
H13 -9.127456 0.863217 -0.592742
H14 -7.682373 -0.823035 0.546030
H15 -5.297515 -0.224061 0.997842
H16 -4.478569 2.014877 0.310170
N2 0.662592 -4.040718 -3.924292
C14 -0.112237 -4.150932 -2.847939
C15 0.333859 -3.925206 -1.553683
C16 1.658967 -3.567076 -1.361994
C17 2.476809 -3.449155 -2.474767
C18 1.932577 -3.694512 -3.727206
H17 -1.143162 -4.433856 -3.033622
H18 -0.342109 -4.018396 -0.714888
H19 2.036919 -3.389245 -0.363328
H20 3.518354 -3.173895 -2.377503
H21 2.543998 -3.610029 -4.619114
N3 -9.558641 -1.854277 1.893279
C19 -10.498905 -2.451945 1.164385
C20 -11.855108 -2.199819 1.307099
C21 -12.257809 -1.276948 2.258887
C22 -11.290172 -0.647097 3.024688
C23 -9.959689 -0.969084 2.803106
H22 -10.146747 -3.168061 0.429847
H23 -12.574053 -2.715274 0.685277
H24 -13.306924 -1.052043 2.400689
H25 -11.556544 0.080753 3.778599
H26 -9.174641 -0.492174 3.379857
N4 2.753901 1.508539 -2.329084
C24 3.926321 0.973696 -2.663390
C25 5.044988 1.720833 -3.000078
C26 4.939959 3.101726 -3.006067
C27 3.725074 3.675010 -2.665281
C28 2.670372 2.838619 -2.329212
H27 3.969367 -0.111279 -2.653944
H28 5.976029 1.238910 -3.258091
H29 5.796464 3.707987 -3.269008
H30 3.595346 4.748410 -2.646568
H31 1.707950 3.245698 -2.041587
N5 4.969017 2.664333 1.655190
C29 5.739337 2.340213 2.690885
C30 6.520840 1.195321 2.739693
C31 6.500035 0.337214 1.651695
C32 5.702459 0.661294 0.566637
C33 4.959050 1.832353 0.615295
H32 5.728921 3.034101 3.524673
H33 7.128373 0.985150 3.609479
H34 7.094372 -0.567795 1.650972
H35 5.651380 0.022473 -0.304664
H36 4.321914 2.118344 -0.212354
N6 8.201240 2.396730 -4.224583
C34 8.787860 1.270304 -3.824840
C35 10.158943 1.066164 -3.847707
C36 10.970041 2.088993 -4.311374
C37 10.375710 3.267663 -4.730798
C38 8.994292 3.370124 -4.667090
H37 8.127728 0.487101 -3.466559
H38 10.576495 0.128127 -3.508715
H39 12.045143 1.969592 -4.344921
H40 10.966880 4.093769 -5.101084
H41 8.496143 4.278588 -4.987950

Forces on atoms 1 to 3 (eV/Å):
C -0.2 -0.1 0.2
C 0.0 0.2 -0.1
Br 0.2 -0.1 0.1

Computed properties:
* highest occupied orbital energy: -0.335 Eh
* HOMO-LUMO gap: 9.377 eV
* lowest unoccupied orbital energy: 0.0096 hartree

DFT (the ωB97M-V functional and the def2-TZVPD basis) results for the molecule C4H6N4.

Geometry (Å):
C1 -1.274891 0.103385 1.178963
C2 -0.478692 -0.757870 0.542650
N1 -0.716189 -1.837309 -0.303811
N2 -0.044398 -1.867451 -1.317123
C3 0.645433 -0.572730 -1.384100
C4 0.832518 -0.125904 0.068452
N3 0.519664 1.319917 0.291008
N4 -0.679042 1.358648 1.195915
H1 -2.229175 -0.111793 1.598647
H2 1.564258 -0.866652 -1.866253
H3 0.147451 0.194861 -1.905649
H4 1.830348 -0.499037 0.437232
H5 0.256930 1.877073 -0.556498
H6 -0.374214 1.784859 2.020567

Forces on atoms 1 to 3 (eV/Å):
C 1.0 -0.5 0.1
C 1.3 0.2 -0.8
N -2.6 -2.7 2.4

Computed properties:
* highest occupied orbital energy: -0.316 Eh
* energy relative to the best compared isomer or geometry (same formula, charge and spin): 417.4 kJ/mol
* HOMO-LUMO gap: 9.110 eV
* lowest unoccupied orbital energy: 0.0183 hartree
* structure (SMILES): C1=C2N=NC[C@H]2NN1

DFT (the ωB97M-V functional and the def2-TZVPD basis) results for the molecule C3H5NO.

Geometry (Å):
O1 -2.016634 -1.947964 0.072786
C1 -1.493152 -1.123706 -0.657332
C2 -0.128624 -0.638994 -0.582050
C3 1.348257 0.945570 0.333726
N1 0.138442 0.128459 0.432099
H1 -1.984019 -0.645866 -1.550056
H2 1.737104 0.607661 -0.625020
H3 2.070193 0.811601 1.142636
H4 1.005751 1.982548 0.236894
H5 -0.522815 0.335488 1.193528

Forces on atoms 1 to 3 (eV/Å):
O 0.1 0.3 -0.7
C -0.2 -0.3 0.5
C -0.2 0.1 0.4

Computed properties:
* highest occupied orbital energy: -0.322 Eh
* energy relative to the best compared isomer or geometry (same formula, charge and spin): 255.3 kJ/mol
* HOMO-LUMO gap: 9.413 eV
* lowest unoccupied orbital energy: 0.0235 hartree

DFT (the ωB97M-V functional and the def2-TZVPD basis) results for a cluster of 3 separate species, C15H29BrNO3S in total.

Geometry (Å):
C1 2.218049 0.854568 0.031098
C2 0.948889 1.627690 -0.735610
C3 1.665212 2.387775 -2.044794
C4 0.494414 2.853260 0.271162
C5 -1.105304 2.777210 0.618317
S1 -1.995172 3.599253 -0.849186
Br1 -1.597848 3.862364 2.263962
C6 -1.621281 1.219268 0.882666
C7 -1.099297 0.179177 -0.317987
C8 -0.456711 -1.219784 0.330014
C9 -2.510685 -0.327780 -1.059048
N1 -0.103912 0.743149 -1.239814
O1 -0.241769 0.565384 -2.529647
H1 1.852760 0.338306 1.030021
H2 2.663561 0.087635 -0.745784
H3 3.052779 1.649780 0.238833
H4 2.556149 3.015445 -1.563743
H5 2.188536 1.571912 -2.718640
H6 0.916780 3.079894 -2.628094
H7 1.079946 2.866078 1.293037
H8 0.659496 3.897671 -0.282657
H9 -3.107170 2.835099 -1.236766
H10 -2.813035 1.288189 0.849719
H11 -1.307879 0.871023 1.955199
H12 0.084089 -1.044813 1.352626
H13 -1.259890 -2.098199 0.361569
H14 0.365625 -1.594446 -0.450187
H15 -3.348564 -0.545125 -0.236883
H16 -2.875700 0.416818 -1.885251
H17 -2.330785 -1.385522 -1.582852
C10 0.574361 0.277299 5.255152
C11 -0.738524 -0.266724 4.758891
O2 -1.120412 -0.062013 3.607820
C12 -1.566071 -1.070983 5.725518
H18 1.062930 0.836577 4.450092
H19 0.402214 0.953532 6.096318
H20 1.227705 -0.545529 5.555792
H21 -1.833642 -0.454841 6.587614
H22 -1.008091 -1.953977 6.047117
H23 -2.486108 -1.398982 5.230047
C13 1.289823 -1.936453 -3.635501
C14 1.842008 -3.215390 -4.205866
O3 3.029303 -3.510590 -4.079787
C15 0.885239 -4.119213 -4.936433
H24 2.093691 -1.385002 -3.136190
H25 0.886076 -1.315151 -4.438906
H26 0.512276 -2.162168 -2.901498
H27 0.463496 -3.595218 -5.797825
H28 0.089625 -4.442254 -4.260350
H29 1.422823 -5.004201 -5.293285

Forces on atoms 1 to 3 (eV/Å):
C -0.6 -0.1 -0.7
C 3.1 2.2 -0.2
C 0.8 -0.5 0.9

Computed properties:
* highest occupied orbital energy (alpha / beta): -0.296 / -0.332 Eh
* HOMO-LUMO gap (alpha / beta): 8.467 / 9.361 eV
* spin multiplicity: 2
* lowest unoccupied orbital energy (alpha / beta): 0.0149 / 0.0125 hartree
* <S²>: 0.75

DFT (the ωB97M-V functional and the def2-TZVPD basis) results for a structure of composition C48H51BF4N3O2P2RuSb.

Geometry (Å):
Ru1 0.113115 0.262424 -0.012527
C1 -2.821581 2.278734 -1.068060
O1 -1.438093 1.971771 -1.206860
C2 -0.762884 2.557902 -2.237527
C3 -1.281998 3.570423 -3.022853
C4 -0.489538 4.172797 -3.991125
C5 0.829490 3.773110 -4.173051
C6 1.340561 2.734045 -3.428864
C7 0.554702 2.091368 -2.459263
N1 0.989738 0.986371 -1.755932
N2 2.162940 0.546759 -2.084792
C8 2.779770 -0.572249 -1.768700
C9 2.224662 -1.635460 -0.905255
O2 1.023340 -1.579401 -0.506070
C10 3.029557 -2.754868 -0.582726
C11 4.269906 -2.911094 -1.100512
C12 4.834097 -1.938467 -1.987754
C13 6.101106 -2.129373 -2.547544
C14 6.643614 -1.199054 -3.409832
C15 5.932852 -0.038688 -3.711285
C16 4.683074 0.170668 -3.170955
C17 4.102822 -0.774987 -2.312900
H1 -2.956118 3.313059 -0.743378
H2 -3.209342 1.604633 -0.307530
H3 -3.349082 2.113790 -2.009118
H4 -2.293796 3.921859 -2.880416
H5 -0.905799 4.970996 -4.589873
H6 1.452945 4.275596 -4.899329
H7 2.355788 2.395841 -3.560935
H8 2.604396 -3.482200 0.095074
H9 4.858657 -3.779929 -0.834349
H10 6.647463 -3.029980 -2.296547
H11 7.618038 -1.371806 -3.845872
H12 6.373661 0.701539 -4.365229
H13 4.130380 1.069850 -3.393588
C18 -2.712343 -3.251665 0.779681
N3 -1.940854 -2.041759 0.482472
P1 -1.969686 -1.226756 -1.038868
C19 -3.590877 -1.711165 -1.774978
C20 -3.797953 -3.003657 -2.263472
C21 -4.974618 -3.325269 -2.915619
C22 -5.952641 -2.358058 -3.113697
C23 -5.755204 -1.074384 -2.634054
C24 -4.583702 -0.755060 -1.960944
C25 -0.938236 -2.057286 -2.321874
C26 -0.690039 -1.238847 -3.421780
C27 0.088287 -1.689032 -4.477396
C28 0.619749 -2.969927 -4.437739
C29 0.366070 -3.793305 -3.347802
C30 -0.413765 -3.344669 -2.293908
P2 -0.875897 -1.265101 1.586167
C31 0.281772 -2.534001 2.223503
C32 -0.129278 -3.785006 2.684305
C33 0.798051 -4.666861 3.216305
C34 2.135651 -4.307700 3.318618
C35 2.541711 -3.048113 2.907909
C36 1.616772 -2.171024 2.363791
C37 -1.757189 -0.973419 3.154895
C38 -0.938557 -0.527636 4.197792
C39 -1.458993 -0.364751 5.468843
C40 -2.795393 -0.660691 5.711561
C41 -3.618495 -1.062661 4.672072
C42 -3.108268 -1.194234 3.386271
H14 -3.680001 -3.203382 0.284685
H15 -2.888650 -3.318293 1.849882
H16 -2.200735 -4.158424 0.448940
H17 -3.036629 -3.761370 -2.143431
H18 -5.125918 -4.330578 -3.286526
H19 -6.862153 -2.606295 -3.643849
H20 -6.510983 -0.316537 -2.793929
H21 -4.440570 0.249153 -1.581421
H22 -1.126333 -0.243855 -3.448653
H23 0.283273 -1.041673 -5.322940
H24 1.221277 -3.331556 -5.261323
H25 0.776984 -4.794719 -3.323003
H26 -0.577177 -3.979654 -1.430501
H27 -1.166995 -4.081484 2.661051
H28 0.462450 -5.630742 3.576858
H29 2.848030 -5.005186 3.739565
H30 3.573724 -2.737176 3.005605
H31 1.933189 -1.188126 2.052961
H32 0.108591 -0.309484 4.008309
H33 -0.825491 -0.014753 6.273021
H34 -3.199901 -0.560391 6.709980
H35 -4.662934 -1.275142 4.858607
H36 -3.774561 -1.453005 2.572504
C43 -1.596885 3.573369 3.973142
C44 -1.678406 2.719184 2.713636
Sb1 0.159581 2.664642 1.526884
C45 1.702855 3.349799 2.900661
C46 1.681175 4.831505 3.250362
C47 -0.045416 4.538834 0.419195
C48 -0.913172 5.608714 1.072738
H37 -2.523909 3.483158 4.543348
H38 -1.456315 4.625792 3.731205
H39 -0.776443 3.254579 4.616852
H40 -2.462110 3.084141 2.045618
H41 -1.908402 1.684788 2.970018
H42 2.637529 3.098666 2.406675
H43 1.617719 2.728419 3.790305
H44 1.804126 5.461379 2.369661
H45 2.526630 5.031304 3.911740
H46 0.774051 5.131077 3.773321
H47 -0.425576 4.307922 -0.572537
H48 0.978820 4.895604 0.298819
H49 -1.926400 5.255308 1.271018
H50 -0.989006 6.470378 0.405561
H51 -0.487256 5.959582 2.010437
F1 4.204135 -0.502601 1.241240
B1 3.575055 0.683784 1.568020
F2 2.489360 0.892404 0.571621
F3 4.405061 1.777776 1.502889
F4 2.910232 0.599216 2.804560

Forces on atoms 1 to 3 (eV/Å):
Ru -0.9 1.5 0.8
C -0.1 0.1 0.1
O 0.1 0.1 -0.4

Computed properties:
* highest occupied orbital energy (alpha / beta): -0.329 / -0.404 Eh
* energy relative to the best compared isomer or geometry (same formula, charge and spin): 65.5 kJ/mol
* HOMO-LUMO gap (alpha / beta): 5.213 / 5.646 eV
* spin multiplicity: 6
* lowest unoccupied orbital energy (alpha / beta): -0.1374 / -0.1968 hartree
* net charge: +1
* <S²>: 8.83